C21H33BrF5NO10PS | the ωB97M-V functional and the def2-TZVPD basis

Calculated values
- Frontier orbital gap: 9.7 eV
- DFT total energy: -148024.72792 eV
- E_HOMO: -12.351 eV

The geometry in ORCA input format:
```
! wB97M-V def2-TZVPD RIJCOSX def2/J DEFGRID3
* xyz 1 1
C 4.99873 0.59646 -1.01476
C 4.33863 1.55543 -2.00683
C 2.98026 1.08001 -2.50277
N 1.95465 1.07163 -1.39028
C 1.94273 -0.21185 -0.59200
C 0.58370 -0.23721 0.07739
O 0.49551 0.45587 1.30122
C 1.38677 1.50621 1.68200
C 0.87547 2.94284 1.48914
C 1.98223 3.87141 1.00420
O 0.40569 3.38130 2.75826
C -0.35770 0.25597 -1.07758
C -0.42342 -0.95964 -2.06607
C -1.73326 -1.49660 -2.62302
O -2.10818 -2.58917 -2.43223
Br -2.81307 -0.26601 -3.62906
C -1.71237 0.75065 -0.55154
C -2.44921 -0.20447 0.38224
O -2.93924 -1.33638 -0.31283
C -3.66558 0.50748 0.96567
F -4.48945 0.95359 0.01872
F -4.35006 -0.28470 1.78021
F -3.25736 1.57913 1.68522
C 0.47804 1.44804 -1.65390
P -0.01403 2.20437 -3.27486
S -1.57204 3.31581 -3.07692
H 4.76299 -0.44784 -1.24130
H 4.66540 0.77560 0.01294
H 6.08404 0.70069 -1.00405
H 4.23563 2.55608 -1.56368
H 4.95079 1.69314 -2.90308
H 2.61304 1.71271 -3.30488
H 3.04126 0.04993 -2.86698
H 2.26832 1.78490 -0.72676
H 2.04124 -1.04917 -1.28310
H 2.80081 -0.22536 0.08047
H 0.32559 -1.27410 0.30768
H 2.38410 1.34947 1.24848
H 1.52366 1.38901 2.75863
H 0.03982 2.94353 0.78649
H 1.65070 4.90973 1.05573
H 2.28839 3.66850 -0.03262
H 2.86099 3.77348 1.65146
H -0.45381 3.80846 2.67686
H 0.22020 -0.76772 -2.93500
H -0.02231 -1.85379 -1.57585
H -1.54608 1.67523 -0.00335
H -2.37393 1.00722 -1.38202
H -1.83911 -0.47722 1.24986
H -2.41269 -2.12125 -0.12212
H 0.29417 2.32713 -1.02558
H -0.02839 1.13673 -4.18349
H 1.15527 2.88616 -3.63966
C -5.77660 -2.77229 -0.32076
C -5.47432 -4.17031 -0.82078
O -6.63955 -4.88018 -0.48294
C -7.67742 -3.99428 -0.37615
O -8.81537 -4.29661 -0.29112
O -7.19897 -2.72531 -0.39791
F -4.40500 -4.71684 -0.18136
H -5.46322 -2.67526 0.72062
H -5.33527 -1.98014 -0.91620
H -5.30191 -4.24980 -1.89564
C 2.48858 -0.81069 4.25394
C 3.03606 -2.20797 4.49743
O 3.42285 -2.61378 3.18737
C 3.63196 -1.52201 2.43451
O 4.13302 -1.51781 1.35201
O 3.19643 -0.41164 3.06950
F 2.09856 -3.05407 4.95746
H 1.42091 -0.86184 4.03302
H 2.68059 -0.10546 5.05591
H 3.91112 -2.25511 5.14634
*
```

Löwdin charges, unit e, in atom order:
1. C -0.082
2. C -0.202
3. C -0.124
4. N -0.024
5. C -0.040
6. C -0.245
7. O -0.050
8. C -0.123
9. C -0.396
10. C -0.020
11. O -0.008
12. C -0.312
13. C -0.103
14. C -0.808
15. O 0.065
16. Br 0.833
17. C -0.096
18. C -0.231
19. O -0.007
20. C -0.594
21. F 0.177
22. F 0.178
23. F 0.141
24. C -0.318
25. P 0.372
26. S 0.247
27. H 0.084
28. H 0.065
29. H 0.091
30. H 0.117
31. H 0.126
32. H 0.082
33. H 0.140
34. H 0.122
35. H 0.146
36. H 0.093
37. H 0.167
38. H 0.111
39. H 0.130
40. H 0.123
41. H 0.097
42. H 0.066
43. H 0.102
44. H 0.109
45. H 0.117
46. H 0.128
47. H 0.116
48. H 0.052
49. H 0.166
50. H 0.118
51. H 0.085
52. H -0.014
53. H -0.017
54. C -0.065
55. C -0.315
56. O 0.135
57. C -0.538
58. O 0.197
59. O 0.077
60. F 0.063
61. H 0.139
62. H 0.125
63. H 0.173
64. C -0.030
65. C -0.292
66. O 0.157
67. C -0.545
68. O 0.155
69. O 0.043
70. F 0.099
71. H 0.145
72. H 0.147
73. H 0.179

C5H11NOS | the ωB97M-V functional and the def2-TZVPD basis

Calculated values
- Frontier orbital gap (alpha / beta): 8.3 / 7.5 eV
- DFT total energy: -19729.20072 eV
- E_HOMO (alpha / beta): -8.848 / -8.747 eV
- ΔE to the lowest compared entry with this formula, charge and spin: 182.1 kcal per mole

The geometry in ORCA input format:
```
! wB97M-V def2-TZVPD RIJCOSX def2/J DEFGRID3
* xyz 0 1
C -0.47078 -0.56725 1.35980
C 0.22514 -2.63168 -0.86100
C -0.62020 3.52137 -0.17807
C 0.67937 -1.37509 1.28849
C 1.14798 -1.68475 -0.13613
N -0.22617 2.34287 -0.98294
O -2.17597 1.15256 0.96424
S -0.86432 0.77163 0.45852
H -0.80616 -2.13733 -1.07812
H 0.10474 -3.65603 -0.29964
H 0.60027 -2.88450 -1.87561
H 0.11840 3.83837 0.50795
H -0.97753 4.39065 -0.77211
H -1.35013 3.03123 0.40743
H 0.52704 -2.35983 1.94514
H 1.59789 -0.94803 1.76874
H 1.30296 -0.76808 -0.75001
H 2.10062 -2.15274 -0.07113
H -0.91313 2.11664 -1.69556
*
```

natural (NBO) charges, unit e, in atom order:
1. C -0.124
2. C -0.617
3. C -0.486
4. C -0.578
5. C -0.390
6. N -0.575
7. O -0.934
8. S 1.189
9. H 0.213
10. H 0.208
11. H 0.217
12. H 0.194
13. H 0.207
14. H 0.231
15. H 0.244
16. H 0.249
17. H 0.215
18. H 0.207
19. H 0.332

C29H35BO3 | the ωB97M-V functional and the def2-TZVPD basis

Calculated values
- Frontier orbital gap: 7.3 eV
- DFT total energy: -37459.76797 eV
- E_HOMO: -8.417 eV
- ΔE to the lowest compared entry with this formula, charge and spin: 0.0 kcal per mole

The geometry in ORCA input format:
```
! wB97M-V def2-TZVPD RIJCOSX def2/J DEFGRID3
* xyz 0 1
C -3.69902 -1.49703 -2.83123
C -2.59425 -2.41286 -2.32047
C -2.97887 -3.83429 -2.70215
O -1.38323 -2.01589 -2.95492
B -0.65373 -1.23384 -1.98089
C 0.83739 -1.92279 -1.83221
C 1.58397 -1.60669 -0.70693
C 2.84931 -2.17141 -0.49631
C 3.35482 -3.09064 -1.42189
C 2.59615 -3.42706 -2.54506
C 1.33173 -2.84225 -2.75494
C -0.38838 0.39427 -2.40526
C 0.29864 1.17275 -1.41683
C -0.41139 1.94237 -0.37875
O -1.35133 -1.15357 -0.72281
C -2.28371 -2.22242 -0.75146
C -3.47864 -1.83257 0.09566
C -1.61253 -3.45334 -0.14540
H -4.67410 -1.78892 -2.42478
H -3.50246 -0.44518 -2.59217
H -3.74931 -1.58186 -3.92324
H -3.90079 -4.11358 -2.17683
H -3.17748 -3.89785 -3.77716
H -2.20338 -4.56071 -2.44666
H 1.18999 -0.86983 -0.00450
H 3.41847 -1.87872 0.38919
H 4.33996 -3.54260 -1.26114
H 2.97712 -4.14492 -3.27628
H 0.76098 -3.10931 -3.64326
H 0.26424 0.29404 -3.28788
H -1.39399 0.78459 -2.68482
H 1.33946 1.45727 -1.60399
H -0.14720 2.99008 -0.59164
H -1.48995 1.89890 -0.62115
H -4.21230 -2.64531 0.10342
H -3.15217 -1.65073 1.12524
H -3.95787 -0.92521 -0.28304
H -2.34900 -4.24795 0.02924
H -0.80413 -3.83199 -0.78359
H -1.16348 -3.17547 0.81537
C 6.16655 1.84010 2.58861
O 5.15900 0.81616 2.74842
C 3.86405 1.15638 2.49877
C 2.90043 0.13026 2.64661
C 1.60394 0.35440 2.22227
C 1.22327 1.56127 1.61559
C -0.21064 1.71391 1.08878
C -1.02029 2.82977 1.78359
C -2.41456 2.76603 1.65654
C -3.20894 3.86312 1.97982
C -2.60472 5.05252 2.42772
C -1.23325 5.07534 2.67841
C -0.44917 3.94130 2.42273
C 2.16069 2.59912 1.56059
C 3.45452 2.43128 2.05288
H 7.10268 1.30566 2.74810
H 6.13867 2.27636 1.58015
H 6.04533 2.63087 3.34258
H 3.22112 -0.82501 3.05667
H 0.86017 -0.43686 2.37079
H -0.69162 0.76714 1.36761
H -2.87672 1.84313 1.27423
H -4.28888 3.81084 1.86125
H -3.20547 5.93942 2.61302
H -0.74394 5.96455 3.07602
H 0.59828 3.93693 2.70590
H 1.86377 3.57396 1.17045
H 4.15623 3.27454 2.05345
*
```

natural (NBO) charges, unit e, in atom order:
1. C -0.630
2. C 0.247
3. C -0.626
4. O -0.724
5. B 0.924
6. C -0.214
7. C -0.254
8. C -0.206
9. C -0.241
10. C -0.216
11. C -0.226
12. C -0.697
13. C 0.252
14. C -0.495
15. O -0.750
16. C 0.269
17. C -0.628
18. C -0.647
19. H 0.205
20. H 0.202
21. H 0.218
22. H 0.205
23. H 0.215
24. H 0.220
25. H 0.203
26. H 0.207
27. H 0.209
28. H 0.206
29. H 0.221
30. H 0.262
31. H 0.282
32. H 0.210
33. H 0.247
34. H 0.235
35. H 0.207
36. H 0.214
37. H 0.211
38. H 0.205
39. H 0.228
40. H 0.217
41. C -0.257
42. O -0.494
43. C 0.324
44. C -0.263
45. C -0.178
46. C -0.085
47. C -0.275
48. C 0.094
49. C -0.241
50. C -0.208
51. C -0.221
52. C -0.206
53. C -0.256
54. C -0.144
55. C -0.335
56. H 0.205
57. H 0.183
58. H 0.180
59. H 0.232
60. H 0.223
61. H 0.237
62. H 0.216
63. H 0.217
64. H 0.216
65. H 0.215
66. H 0.224
67. H 0.207
68. H 0.221

C26H56N4O6S | the ωB97M-V functional and the def2-TZVPD basis

Calculated values
- Frontier orbital gap: 9.4 eV
- DFT total energy: -56944.86223 eV
- E_HOMO: -8.747 eV

The geometry in ORCA input format:
```
! wB97M-V def2-TZVPD RIJCOSX def2/J DEFGRID3
* xyz 0 1
C 2.35494 -5.22155 1.14667
C 2.82932 -5.51834 -0.27348
C 3.00818 -4.26626 -1.13795
C 3.89218 -3.21112 -0.48483
C 4.05110 -2.03391 -1.43768
C 5.02392 -0.90752 -0.96832
C 5.44642 -0.96559 0.49186
C 4.29524 -0.62128 1.46659
C 4.57191 0.60009 2.36204
C 3.55374 1.72836 2.09676
C 2.31816 1.66429 3.00760
C 0.98973 1.69682 2.21711
C 0.08208 2.88420 2.51786
C -1.38106 2.52289 2.19845
C -2.05777 3.35519 1.07374
C -2.76832 2.49452 -0.00418
C -4.04806 1.97666 0.67646
C -4.34741 0.52633 0.21583
O -3.47282 -0.30252 0.92256
C -5.78553 0.08879 0.47703
C -6.04108 -1.41436 0.41164
N -5.17672 -2.11156 -0.52822
N -7.47430 -1.66599 0.07907
N -5.78460 -2.01968 1.71269
O -3.95913 0.38034 -1.16141
S -4.74442 1.59653 -1.95048
O -5.19890 1.02888 -3.17939
O -3.58860 2.66246 -2.39173
C -2.97163 3.34295 -1.28654
O -1.73445 3.81347 -1.80360
C -1.06347 2.93531 -2.70800
C 0.43021 3.26275 -2.79528
N 1.20749 2.52054 -1.81621
C 1.68429 1.22990 -2.34304
C 0.88506 -0.00476 -1.90079
C 1.68131 -1.01572 -1.10532
O 0.28733 -0.70211 -2.98806
H 1.36487 -4.77675 1.16090
H 3.03189 -4.53565 1.64318
H 2.33861 -6.12254 1.74959
H 2.11658 -6.21357 -0.70658
H 3.79575 -6.01577 -0.20523
H 3.42225 -4.58768 -2.08986
H 2.01656 -3.86014 -1.33816
H 4.86240 -3.65045 -0.27577
H 3.37659 -2.87723 0.40528
H 3.10320 -1.57815 -1.71028
H 4.45794 -2.44089 -2.36091
H 4.54958 0.04260 -1.20106
H 5.90920 -0.95515 -1.59583
H 5.92737 -1.90641 0.73014
H 6.21243 -0.20575 0.62591
H 3.44910 -0.35262 0.83914
H 4.06873 -1.50268 2.05207
H 5.55486 1.02119 2.19229
H 4.42981 0.30417 3.39566
H 3.29709 1.66197 1.04036
H 4.01591 2.70337 2.22618
H 2.35274 0.69448 3.49916
H 2.33188 2.40601 3.79843
H 0.45143 0.77535 2.38650
H 1.21948 1.72711 1.16671
H 0.40233 3.80728 2.04622
H 0.15035 3.04822 3.59089
H -1.94063 2.74336 3.10451
H -1.52203 1.46141 2.01672
H -1.32319 4.01977 0.63852
H -2.84483 3.96121 1.52145
H -2.10075 1.67466 -0.21544
H -3.81664 1.91287 1.73449
H -4.90394 2.64266 0.60746
H -3.79516 -0.39133 1.82535
H -6.50080 0.58308 -0.17153
H -6.01583 0.38969 1.49683
H -5.49838 -2.03432 -1.47862
H -5.02092 -3.06989 -0.26578
H -7.69343 -2.57205 0.47123
H -7.58497 -1.78052 -0.92082
H -6.47072 -1.67977 2.37466
H -5.89890 -3.02216 1.65053
H -3.53194 4.22875 -0.99895
H -1.44816 3.03867 -3.71805
H -1.12871 1.89253 -2.42847
H 0.76837 3.07123 -3.81614
H 0.54192 4.32572 -2.60806
H 2.03042 3.04770 -1.56210
H 2.69833 1.09600 -1.97388
H 1.77374 1.28417 -3.43451
H 0.08848 0.34941 -1.25306
H 0.96976 -1.75438 -0.74423
H 2.39083 -1.56717 -1.71527
H 2.13601 -0.59287 -0.22026
H 0.43884 -0.19777 -3.79096
*
```

Löwdin charges, unit e, in atom order:
1. C -0.114
2. C -0.257
3. C -0.211
4. C -0.200
5. C -0.203
6. C -0.169
7. C -0.197
8. C -0.185
9. C -0.187
10. C -0.203
11. C -0.178
12. C -0.201
13. C -0.189
14. C -0.175
15. C -0.135
16. C -0.234
17. C -0.099
18. C -0.602
19. O 0.035
20. C -0.058
21. C -0.643
22. N 0.101
23. N 0.069
24. N 0.080
25. O -0.211
26. S 0.962
27. O -0.353
28. O -0.235
29. C -0.331
30. O -0.065
31. C -0.170
32. C -0.191
33. N -0.046
34. C -0.154
35. C -0.387
36. C -0.028
37. O -0.024
38. H 0.075
39. H 0.056
40. H 0.066
41. H 0.100
42. H 0.102
43. H 0.111
44. H 0.109
45. H 0.124
46. H 0.089
47. H -0.035
48. H 0.119
49. H 0.091
50. H 0.103
51. H 0.102
52. H 0.097
53. H 0.064
54. H 0.104
55. H 0.097
56. H 0.099
57. H 0.088
58. H 0.103
59. H 0.099
60. H 0.105
61. H 0.104
62. H 0.083
63. H 0.111
64. H 0.099
65. H 0.103
66. H 0.097
67. H 0.106
68. H 0.114
69. H 0.137
70. H 0.117
71. H 0.127
72. H 0.104
73. H 0.112
74. H 0.130
75. H 0.083
76. H 0.076
77. H 0.059
78. H 0.067
79. H 0.083
80. H 0.074
81. H 0.163
82. H 0.123
83. H 0.114
84. H 0.110
85. H 0.121
86. H 0.102
87. H 0.103
88. H 0.116
89. H 0.122
90. H 0.111
91. H -0.003
92. H 0.079
93. H 0.077